No. 1
{"formula": "C4H3ClO2", "method": "ωB97M-V/def2-TZVPD", "de_lowest_kcal_mol": 111.8, "homo_energy_ev": -9.75, "charge": 0, "lumo_energy_ev": -0.4, "e_tot_ev": -20808.5662, "elements": ["Cl", "O", "O", "C", "C", "C", "C", "H", "H", "H"], "coordinates": [[-2.34599, -1.03745, -0.60324], [-0.78263, 0.93857, -0.35406], [-0.86268, 2.72543, 1.03845], [1.42592, -1.91471, 0.51167], [-0.34462, 2.14295, 0.18682], [1.13560, -1.70068, -0.62107], [-1.28998, -0.05434, 0.40625], [0.62919, 2.43952, -0.41502], [1.55351, -2.23432, 1.49517], [0.88169, -1.30495, -1.64497]]}

=====

No. 2
{"formula": "C25H28N2O3", "method": "ωB97M-V/def2-TZVPD", "de_lowest_kcal_mol": 36.3, "homo_energy_ev": -7.71, "smiles": "C=CCNC(=O)/C(=C\\C=C\\c1ccccc1)NC(=O)c1ccc(OCCCC)cc1", "charge": 0, "lumo_energy_ev": -0.1, "e_tot_ev": -35501.7074, "elements": ["O", "O", "O", "N", "N", "C", "C", "C", "C", "C", "C", "C", "C", "C", "C", "C", "C", "C", "C", "C", "C", "C", "C", "C", "C", "C", "C", "C", "C", "C", "H", "H", "H", "H", "H", "H", "H", "H", "H", "H", "H", "H", "H", "H", "H", "H", "H", "H", "H", "H", "H", "H", "H", "H", "H", "H", "H", "H"], "coordinates": [[-2.67891, -1.39114, 1.82213], [6.24965, 0.77308, -1.44384], [0.79374, -2.33532, -0.89930], [0.13374, -0.31175, -0.05514], [-1.32010, -2.78947, 0.69030], [1.04407, -1.18443, -0.57116], [-6.10861, 3.21472, -0.77637], [-1.81801, -1.58053, 0.97661], [8.12692, 2.32915, 1.45774], [6.88378, 1.77224, -0.66929], [-4.11688, 1.84590, -0.36261], [-3.42820, 0.76720, 0.05494], [7.42696, 1.23521, 0.65599], [-7.71261, 1.49408, 0.67016], [-2.76693, -4.66714, -0.89566], [-7.45674, 3.48069, -0.64327], [-2.50150, -4.92229, 0.37107], [-1.81316, -3.98647, 1.32078], [-2.02244, 0.63092, -0.15649], [4.99665, 0.36469, -1.13890], [8.68169, 1.79221, 2.77132], [4.18743, 0.89595, -0.13591], [-5.53478, 2.08015, -0.19273], [2.90570, 0.41386, 0.05397], [-1.25252, -0.42431, 0.19619], [-8.26594, 2.62025, 0.08066], [3.22579, -1.16042, -1.72423], [4.49540, -0.67672, -1.92828], [-6.36543, 1.22420, 0.53770], [2.40176, -0.61119, -0.73996], [-3.91598, -0.03592, 0.58197], [-1.53995, 1.45505, -0.67588], [-5.95031, 0.34819, 1.01059], [-2.51787, -3.67601, 2.10132], [-2.78618, -5.86645, 0.81652], [-8.33933, 0.82264, 1.23913], [-3.26870, -5.38278, -1.52377], [5.13347, -1.08684, -2.69461], [-0.60527, -2.88670, -0.03080], [-7.87998, 4.36205, -1.10348], [7.88236, 1.38457, 3.38614], [7.41995, 3.13629, 1.66471], [2.84100, -1.97055, -2.32441], [9.40582, 1.00270, 2.58474], [-2.49737, -3.73266, -1.35845], [-0.97994, -4.51394, 1.80301], [2.31732, 0.82689, 0.86162], [4.54244, 1.68496, 0.50785], [-9.32066, 2.82699, 0.18718], [8.94084, 2.74823, 0.86226], [6.20883, 2.62027, -0.49938], [7.71218, 2.11690, -1.29481], [0.44312, 0.65190, -0.05512], [9.17386, 2.58478, 3.32938], [-3.58275, 2.63104, -0.88772], [8.12821, 0.42657, 0.44092], [-5.48273, 3.89076, -1.34270], [6.60952, 0.81308, 1.24460]]}

=====

No. 3
{"formula": "C17H25N5O2S", "method": "ωB97M-V/def2-TZVPD", "de_lowest_kcal_mol": 16.7, "homo_energy_ev": -8.26, "smiles": "CCCCOc1ccccc1NC(=O)CSc1nnnn1C(C)(C)C", "charge": 0, "lumo_energy_ev": 0.4, "e_tot_ev": -40415.2234, "elements": ["S", "O", "O", "N", "N", "N", "N", "N", "C", "C", "C", "C", "C", "C", "C", "C", "C", "C", "C", "C", "C", "C", "C", "C", "C", "H", "H", "H", "H", "H", "H", "H", "H", "H", "H", "H", "H", "H", "H", "H", "H", "H", "H", "H", "H", "H", "H", "H", "H", "H"], "coordinates": [[1.55146, 0.56382, 1.68601], [-1.40860, -1.16354, -0.60115], [-1.38438, 3.22827, 1.50080], [1.87634, 2.15689, -0.48415], [2.49605, 2.10089, -1.65028], [3.10002, 1.00076, -1.80526], [2.89996, 0.25735, -0.71312], [-1.15078, 1.13349, 0.62409], [-2.55330, -3.18713, 0.17303], [4.37937, -1.08675, 0.66207], [-4.40643, 1.67674, -1.05752], [-4.55180, 0.45491, -1.68443], [3.44899, -1.07977, -0.55222], [-1.61672, -2.53989, -0.84910], [-2.02165, -3.08679, 1.60410], [-3.28467, 1.93322, -0.28698], [-0.76370, 2.20127, 1.34831], [0.58187, 2.04685, 2.06425], [2.12364, 1.00747, 0.11110], [2.28934, -2.05952, -0.36170], [-2.45093, -0.28424, -0.78305], [-0.83271, -4.00335, 1.86734], [-3.57919, -0.52446, -1.54913], [4.22695, -1.41631, -1.82225], [-2.30725, 0.96217, -0.14334], [-2.69067, -4.23452, -0.10112], [-5.16472, 2.43652, -1.16409], [-2.82802, -3.34725, 2.29263], [1.19389, 2.91882, 1.83216], [4.65949, -2.40877, -1.73191], [3.57126, -1.39173, -2.68827], [-3.15788, 2.88071, 0.20888], [-1.98885, -2.70115, -1.86780], [1.58945, -1.97517, -1.19076], [1.76201, -1.85632, 0.56777], [-3.52465, -2.69064, 0.12034], [2.67259, -3.07576, -0.32838], [0.01586, -3.73976, 1.24124], [-5.42406, 0.25027, -2.28649], [-0.61970, -2.98060, -0.77996], [5.02376, -0.69545, -1.98240], [-1.73834, -2.05153, 1.80574], [-1.09921, -5.03903, 1.66722], [5.17560, -0.35681, 0.53277], [-3.71268, -1.46922, -2.05241], [-0.54127, 0.32252, 0.59868], [3.83149, -0.85166, 1.57182], [0.40203, 2.01594, 3.14042], [-0.52215, -3.92452, 2.90638], [4.82601, -2.07065, 0.77307]]}

=====

No. 4
{"formula": "H3N4O2", "method": "ωB97M-V/def2-TZVPD", "de_lowest_kcal_mol": 28.1, "homo_energy_ev": -3.24, "charge": -1, "lumo_energy_ev": 4.8, "e_tot_ev": -10099.1971, "elements": ["O", "O", "N", "N", "N", "N", "H", "H", "H"], "coordinates": [[-1.18897, -0.48920, 1.51482], [-0.22692, 1.25121, 2.38502], [0.50067, -0.69666, -0.34979], [0.46645, -0.19464, -1.70572], [0.57087, 0.46654, 0.52161], [-0.30841, 0.43184, 1.46059], [-0.41161, 0.00758, -2.22592], [-0.55391, -1.30465, 0.16201], [1.15184, 0.52797, -1.76262]]}

=====

No. 5
{"formula": "C4H6N2O", "method": "ωB97M-V/def2-TZVPD", "de_lowest_kcal_mol": 69.3, "homo_energy_ev": -8.54, "smiles": "[H]/N=C/C(N)=C=CO", "charge": 0, "lumo_energy_ev": 0.6, "e_tot_ev": -9270.4956, "elements": ["O", "N", "N", "C", "C", "C", "C", "H", "H", "H", "H", "H", "H"], "coordinates": [[2.09819, 1.53235, 1.46482], [0.51696, -2.17696, -0.36672], [-2.03065, 0.37587, -0.19617], [0.34390, 0.63549, 0.16421], [-0.55366, -1.52168, -0.55815], [-0.70385, -0.10219, -0.13590], [1.41679, 1.36888, 0.28844], [1.80976, 1.92152, -0.56666], [-2.69881, -0.23588, 0.25910], [0.42025, -3.12060, -0.74374], [-2.11526, 1.31442, 0.17289], [2.94442, 1.94723, 1.26257], [-1.44805, -1.93846, -1.04468]]}

=====

No. 6
{"formula": "C9H13IrNO2", "method": "ωB97M-V/def2-TZVPD", "de_lowest_kcal_mol": 8.8, "homo_energy_ev": [0.13, -3.51], "multiplicity": 5, "charge": -1, "lumo_energy_ev": [3.4, 3.3], "e_tot_ev": -17960.0468, "elements": ["Ir", "O", "O", "N", "C", "C", "C", "C", "C", "C", "C", "C", "C", "H", "H", "H", "H", "H", "H", "H", "H", "H", "H", "H", "H", "H"], "coordinates": [[0.07574, 0.85430, 0.44416], [2.57368, -0.56297, 0.65373], [0.72203, -1.78072, 0.22704], [1.82704, 1.72277, -0.24326], [0.13014, 1.77400, -1.73666], [1.63063, -2.88106, 0.26797], [-0.90942, 0.64357, 2.14066], [-1.58634, -0.38896, 1.40346], [0.11598, 0.34710, -1.98419], [1.37480, -0.60000, 0.45204], [-1.89763, 0.92788, -1.00393], [-1.11639, -0.17127, -1.50698], [-1.13235, 2.12896, -1.11236], [-1.42814, -1.21115, -1.52792], [1.00435, -3.76720, 0.23834], [2.21850, 2.17319, 0.64400], [2.29203, -2.83872, -0.60291], [-1.26958, -1.42296, 1.55186], [2.22270, -2.84235, 1.18638], [-1.43672, 3.12742, -0.83955], [-2.65154, -0.22362, 1.22075], [0.83323, 2.48370, -2.15422], [-1.43638, 1.55174, 2.44595], [-2.90011, 0.84517, -0.60801], [0.92630, -0.20362, -2.44361], [-0.18255, 0.31481, 2.88728]]}

=====

No. 7
{"formula": "C7H5LiLuO3", "method": "ωB97M-V/def2-TZVPD", "de_lowest_kcal_mol": 3.0, "homo_energy_ev": -10.58, "charge": 1, "lumo_energy_ev": -5.5, "e_tot_ev": -47295.0940, "elements": ["Lu", "O", "O", "O", "C", "C", "C", "C", "C", "C", "C", "Li", "H", "H", "H", "H", "H"], "coordinates": [[-1.57227, 2.87752, -0.19764], [-4.16022, 0.12310, 0.20599], [1.00486, -0.98262, 2.40175], [1.80396, -1.69161, -0.06091], [-1.70186, 0.15614, 0.35434], [-0.57586, -0.67254, 0.59923], [1.17891, -0.01611, -1.51955], [1.04539, -0.73721, -0.24082], [0.47089, -0.17843, 1.57646], [0.81844, 1.25163, -1.75108], [-2.97879, 0.04063, 0.27778], [2.23582, -2.21436, 1.72953], [0.32653, 0.87034, 1.90569], [1.05655, 1.71664, -2.70937], [0.29831, 1.83395, -0.99186], [-0.80774, -1.73962, 0.75579], [1.55709, -0.63743, -2.33534]]}

=====

No. 8
{"formula": "C5H5BrFN", "method": "ωB97M-V/def2-TZVPD", "de_lowest_kcal_mol": 49.7, "homo_energy_ev": [-8.41, -8.41], "charge": 0, "lumo_energy_ev": [-2.2, -2.2], "e_tot_ev": -79513.4635, "elements": ["Br", "F", "N", "C", "C", "C", "C", "C", "H", "H", "H", "H", "H"], "coordinates": [[2.80332, 0.52322, -0.07987], [0.90185, -2.24931, -0.05009], [-1.06795, 1.39189, 0.21417], [-0.54979, 0.77597, 1.32434], [-0.73145, 0.96365, -0.95336], [0.07957, -0.46989, 1.29101], [-0.06937, -0.36355, -1.17276], [0.42629, -1.02472, 0.07571], [-0.72014, 1.19956, 2.33771], [0.39777, -0.89581, 2.18461], [-1.25832, 1.53010, -1.84229], [0.60357, -0.25577, -1.92043], [-0.81534, -1.12533, -1.40876]]}

=====

No. 9
{"formula": "C3H3AgO2", "method": "ωB97M-V/def2-TZVPD", "de_lowest_kcal_mol": 98.8, "homo_energy_ev": [-1.99, -3.46], "multiplicity": 2, "charge": -1, "lumo_energy_ev": [3.2, 3.1], "e_tot_ev": -11247.2153, "elements": ["Ag", "O", "O", "C", "C", "C", "H", "H", "H"], "coordinates": [[9.44687, 3.13745, -0.24343], [6.99758, 3.50654, -0.20538], [7.80673, 1.36856, -0.21136], [6.83056, 2.11902, -0.20925], [5.52442, 3.60292, -0.22296], [5.38967, 2.09070, -0.22613], [5.19363, 4.13616, -1.12765], [5.17180, 4.13447, 0.67445], [3.83885, 0.60185, -0.20758]]}

=====

No. 10
{"formula": "C18H20MgN9OS2", "method": "ωB97M-V/def2-TZVPD", "de_lowest_kcal_mol": 27.7, "homo_energy_ev": -10.56, "charge": 1, "lumo_energy_ev": -2.3, "e_tot_ev": -61563.4147, "elements": ["S", "S", "Mg", "O", "N", "N", "N", "N", "N", "N", "N", "N", "N", "C", "C", "C", "C", "C", "C", "C", "C", "C", "C", "C", "C", "C", "C", "C", "C", "C", "C", "H", "H", "H", "H", "H", "H", "H", "H", "H", "H", "H", "H", "H", "H", "H", "H", "H", "H", "H", "H"], "coordinates": [[-0.34093, -0.11602, 4.18202], [-4.27103, -1.78262, -0.60578], [-0.05563, -0.07012, -0.46118], [3.12607, -0.09642, 0.26632], [1.82227, 0.34398, 2.63122], [-2.41633, -1.45382, -2.57328], [-1.33663, 1.39148, -2.05508], [0.51697, -2.18512, -0.36698], [-0.21523, -0.20782, 1.61512], [1.63577, -0.00622, -1.48058], [0.52227, 1.93538, -0.03718], [-2.70733, 1.55228, -1.67528], [-1.89393, -0.87332, -0.38808], [-0.04373, 2.80268, 0.79482], [-3.69033, -1.32232, 0.95872], [2.22507, -4.30512, 0.17542], [1.51787, 2.34048, -0.81468], [0.36037, 4.11838, 0.89742], [-1.76583, -0.51192, 3.28732], [1.40497, 4.55238, 0.08792], [0.03657, -3.40522, -0.16228], [1.82797, -2.00282, -0.28058], [1.98437, 3.65488, -0.78638], [-2.40813, -0.87392, 0.87802], [2.12177, 1.32348, -1.73618], [-1.51063, -0.51692, 1.95212], [2.26577, -0.59382, -0.47958], [0.85007, -4.49472, 0.10032], [0.53577, 0.01278, 2.66172], [2.72507, -3.02732, -0.00138], [-2.72113, -1.34262, -1.27098], [2.79227, 3.95278, -1.43808], [2.34337, 0.38348, 3.49172], [-3.00843, -1.99202, -3.18288], [0.41677, -5.47052, 0.25352], [1.76017, 5.56938, 0.14322], [-3.16413, 2.29008, -2.21378], [-2.67063, -0.75172, 3.80562], [2.88237, -5.13492, 0.38492], [2.35747, 0.22068, 1.75672], [-0.85403, 2.29078, -2.14678], [-4.32753, -1.39472, 1.81572], [-0.85293, 2.41808, 1.40312], [-1.04053, -3.51722, -0.19378], [-1.43453, -1.38412, -2.80078], [-0.12323, 4.78408, 1.59152], [1.90587, 1.59208, -2.77658], [3.21357, 1.34288, -1.59548], [-1.33523, 0.96948, -2.98118], [3.78017, -2.81182, 0.06122], [-2.74293, 1.80308, -0.69118]]}

=====

No. 11
{"formula": "C6H19NO3", "method": "ωB97M-V/def2-TZVPD", "de_lowest_kcal_mol": 11.7, "homo_energy_ev": -8.31, "smiles": "CC/C(C)=C(/C)N.O.O.O", "charge": 0, "lumo_energy_ev": 0.6, "e_tot_ev": -14162.5745, "elements": ["O", "O", "O", "N", "C", "C", "C", "C", "C", "C", "H", "H", "H", "H", "H", "H", "H", "H", "H", "H", "H", "H", "H", "H", "H", "H", "H", "H", "H"], "coordinates": [[0.42015, -2.32685, 3.09815], [-1.86517, -1.08750, 2.41865], [0.65675, 1.33965, -3.07031], [-1.78559, -0.33836, -0.51615], [1.00693, -0.99125, -0.04872], [-0.83706, 0.68232, -0.24371], [1.42949, 1.47061, 0.32647], [-1.40809, 2.06333, -0.19465], [1.30901, -1.44104, -1.48318], [0.46357, 0.39851, -0.03099], [0.44752, -1.34796, -2.11251], [1.54405, 1.56087, 1.35540], [-0.33908, -1.81814, 2.79689], [1.95880, -1.05178, 0.54800], [0.09760, -3.13266, 3.50606], [-1.86075, -0.96783, 1.42683], [1.64965, -2.50638, -1.50147], [1.41729, 1.58066, -2.62136], [-2.45408, 2.08570, -0.03527], [-1.45384, -1.17536, -0.96125], [-1.19106, 2.58925, -1.13483], [-2.65720, -0.00351, -0.96086], [-0.95804, 2.70958, 0.65675], [2.45753, 1.22534, -0.04902], [2.08007, -0.81679, -1.94790], [0.35795, -1.74213, 0.48399], [-1.91814, -0.21794, 2.82585], [0.20850, 0.83395, -2.43642], [1.22324, 2.42571, -0.09444]]}

=====

No. 12
{"formula": "C20H26N4O3", "method": "ωB97M-V/def2-TZVPD", "de_lowest_kcal_mol": 71.0, "homo_energy_ev": -8.30, "smiles": "CCCCCOc1ccc([C@H]2C(C(C)=O)=C(C)Nc3ncnn32)cc1OC", "charge": 0, "lumo_energy_ev": 0.5, "e_tot_ev": -33264.4615, "elements": ["O", "O", "O", "N", "N", "N", "N", "C", "C", "C", "C", "C", "C", "C", "C", "C", "C", "C", "C", "C", "C", "C", "C", "C", "C", "C", "C", "H", "H", "H", "H", "H", "H", "H", "H", "H", "H", "H", "H", "H", "H", "H", "H", "H", "H", "H", "H", "H", "H", "H", "H", "H", "H"], "coordinates": [[-1.34827, 0.99442, -1.89620], [-2.61001, 2.55191, 0.11888], [2.00897, -3.25200, 0.72658], [4.97025, 2.04881, -0.95709], [4.11646, -0.19886, -1.24596], [3.82442, 2.49795, 0.91478], [3.52499, 1.26214, 0.48621], [2.54609, 0.38392, 1.08181], [4.68707, 2.92948, 0.02904], [1.27711, -1.78582, 2.44074], [-1.38692, 1.97211, 0.27646], [3.60740, -2.55299, -1.28768], [3.45371, -1.22732, -0.62470], [0.53589, 0.68807, -0.40339], [-3.48845, -0.35961, 0.97955], [-0.68172, 0.26066, -2.89397], [2.72055, -1.01265, 0.50686], [0.53399, 1.75937, 1.73711], [-0.71933, 1.19854, -0.69678], [-0.72592, 2.25671, 1.46676], [-3.30662, -1.36676, -0.15742], [1.16058, 0.94449, 0.81036], [-4.60410, -2.05835, -0.55965], [2.01600, -2.11380, 1.16316], [-4.32607, 0.87055, 0.62141], [-3.69235, 1.80414, -0.41574], [4.21844, 1.01637, -0.63537], [4.71373, -0.37511, -2.03883], [5.13653, 3.89869, 0.08060], [-5.29827, 0.55577, 0.23981], [-0.48958, -0.76995, -2.57685], [-2.59033, -2.12373, 0.17224], [-4.42199, 2.56709, -0.70257], [-1.23754, 2.88091, 2.18220], [-5.31079, -1.35041, -0.98530], [2.72461, 0.39459, 2.16437], [1.05064, 0.07788, -1.12833], [4.02698, -3.27546, -0.59014], [-1.35657, 0.25370, -3.74895], [-2.50418, -0.03205, 1.32246], [-2.87866, -0.87089, -1.02865], [1.97468, -1.45067, 3.20556], [1.02260, 1.99760, 2.66891], [0.77492, -2.68416, 2.79056], [-3.97260, -0.86716, 1.81810], [0.54419, -1.00084, 2.27160], [-4.49782, 1.45017, 1.53141], [0.25977, 0.73831, -3.18231], [4.24839, -2.47654, -2.16377], [-4.40649, -2.82612, -1.30440], [-3.39247, 1.25495, -1.30878], [2.63540, -2.94695, -1.57852], [-5.06730, -2.53110, 0.30386]]}

=====

Number 1: F_max 4.1 eV/Å. Number 2: F_max 1.0 eV/Å. Number 3: F_max 1.6 eV/Å. Number 4: F_max 4.5 eV/Å. Number 5: F_max 0.4 eV/Å. Number 6: F_max 4.0 eV/Å. Number 7: F_max 5.9 eV/Å. Number 8: F_max 3.3 eV/Å. Number 9: F_max 3.4 eV/Å. Number 10: F_max 1.6 eV/Å. Number 11: F_max 3.0 eV/Å. Number 12: F_max 1.2 eV/Å.